Density functional theory data (ωB97M-V with the def2-TZVPD basis set) for 13 unconnected molecules or ions with the total composition C42H118N8O18 at a distorted geometry.

Positions of all 186 atoms, in Å:
C: 3.0533 2.7531 1.8490
C: 3.9536 2.8328 3.0548
C: 3.4088 2.1693 4.2634
O: 2.2566 2.7781 4.8609
C: 2.0989 2.3222 6.2218
N: 5.2712 2.3401 2.6475
H: 2.8876 1.7003 1.6205
H: 3.4439 3.1470 0.9107
H: 2.0625 3.1659 2.0387
H: 4.0259 3.8971 3.2788
H: 4.2387 2.2183 4.9683
H: 3.2004 1.1196 4.0562
H: 2.9743 2.5011 6.8461
H: 1.7643 1.2853 6.2538
H: 1.2880 2.8120 6.7609
H: 5.8487 2.4854 3.4633
H: 5.5218 3.1569 2.1088
C: 4.6514 -4.4029 -0.9309
C: 3.6226 -5.0944 0.0379
C: 2.2402 -4.4516 0.0451
O: 2.2722 -3.0467 0.3575
C: 1.0150 -2.4383 0.3047
N: 3.4978 -6.5049 -0.3308
H: 4.2124 -4.0671 -1.8704
H: 5.5248 -5.0108 -1.1668
H: 5.0043 -3.4253 -0.6026
H: 4.1436 -4.9276 0.9807
H: 1.6449 -4.9594 0.8038
H: 1.8171 -4.5905 -0.9498
H: 1.3453 -1.4234 0.5258
H: 0.2502 -2.7729 1.0056
H: 0.6571 -2.4074 -0.7244
H: 4.4365 -6.8203 -0.5295
H: 2.9162 -6.5335 -1.1561
C: 5.6454 3.4325 -2.6305
C: 5.7958 3.1589 -1.1435
C: 5.4877 1.6429 -0.7612
O: 4.1055 1.5019 -1.1821
C: 3.7036 0.1469 -1.1095
N: 7.1663 3.5417 -0.8214
H: 5.5672 4.5104 -2.7725
H: 4.7800 2.9671 -3.1022
H: 6.3689 3.0743 -3.3628
H: 5.0506 3.6941 -0.5549
H: 5.5858 1.4821 0.3124
H: 6.1361 0.9225 -1.2599
H: 2.6310 0.1378 -1.3036
H: 3.7182 -0.3579 -0.1435
H: 4.1551 -0.4583 -1.8956
H: 7.3774 4.4248 -1.2636
H: 7.7293 3.0161 -1.4748
C: 4.0806 -1.2855 5.1107
C: 3.2130 -2.2347 4.3977
C: 1.8799 -1.6102 3.9570
O: 1.1906 -1.1723 5.1309
C: -0.1172 -0.6204 4.8480
N: 4.0618 -2.7606 3.2929
H: 5.0179 -1.8056 5.3086
H: 3.7443 -1.0520 6.1208
H: 4.3217 -0.3926 4.5340
H: 3.0557 -3.0014 5.1562
H: 1.2816 -2.3301 3.3985
H: 2.0445 -0.8658 3.1780
H: -0.7774 -1.2693 4.2725
H: -0.2132 0.3973 4.4697
H: -0.5145 -0.5739 5.8620
H: 3.5340 -3.3365 2.6528
H: 4.4070 -2.0018 2.7226
C: -1.5954 -1.6568 -5.7580
C: -1.3094 -1.2934 -4.2919
C: 0.1787 -1.6778 -4.0029
O: 0.3553 -3.0775 -4.2567
C: 1.6658 -3.4802 -4.0545
N: -1.5242 0.1063 -4.0611
H: -1.4694 -2.7389 -5.7949
H: -1.0118 -1.1217 -6.5072
H: -2.6027 -1.4490 -6.1189
H: -1.9004 -1.8446 -3.5605
H: 0.3731 -1.4786 -2.9491
H: 0.8642 -1.1627 -4.6759
H: 1.9979 -3.3432 -3.0254
H: 2.3126 -2.9975 -4.7870
H: 1.7778 -4.4874 -4.4559
H: -2.4746 0.3683 -4.2808
H: -1.4082 0.1458 -3.0586
C: -1.9146 -3.9702 -1.9119
C: -1.1190 -5.2459 -2.0942
C: -1.8373 -6.5107 -1.5140
O: -1.8692 -6.5712 -0.0696
C: -0.8381 -7.2444 0.6513
N: -0.7698 -5.4312 -3.4749
H: -1.3216 -3.0562 -1.9409
H: -2.4904 -3.8296 -0.9971
H: -2.6771 -3.8039 -2.6729
H: -0.1686 -5.1214 -1.5752
H: -1.5243 -7.4675 -1.9319
H: -2.8583 -6.4646 -1.8930
H: -1.1001 -7.3509 1.7040
H: 0.1230 -6.7415 0.5443
H: -0.6398 -8.1823 0.1324
H: -0.3269 -4.5433 -3.6634
H: -1.6556 -5.4149 -3.9600
C: -4.7627 -1.3244 -2.1743
C: -5.9067 -0.2169 -2.3281
C: -7.2603 -0.7528 -2.1260
O: -7.4971 -1.6775 -3.2122
C: -8.8169 -2.1451 -3.2993
N: -5.6192 0.8263 -1.3136
H: -3.8445 -0.7470 -2.2825
H: -4.7296 -2.1143 -2.9246
H: -4.7780 -1.7296 -1.1625
H: -5.6258 0.2090 -3.2913
H: -8.0254 0.0192 -2.2082
H: -7.3394 -1.2199 -1.1443
H: -9.0799 -2.6474 -2.3683
H: -8.9226 -2.9221 -4.0563
H: -9.5187 -1.3520 -3.5573
H: -6.2605 1.5716 -1.5441
H: -4.7009 1.1911 -1.5231
C: -3.9812 -0.3167 3.2411
C: -3.2406 -0.8509 2.0618
C: -3.7131 -2.2941 1.5840
O: -3.5172 -3.3089 2.5632
C: -3.5407 -4.6061 1.9512
N: -3.4129 -0.0369 0.8616
H: -3.3808 0.4232 3.7704
H: -4.1547 -1.1385 3.9359
H: -4.9817 0.0475 3.0078
H: -2.1837 -0.9274 2.3171
H: -3.0811 -2.4610 0.7118
H: -4.7682 -2.2186 1.3208
H: -3.3255 -5.3318 2.7356
H: -2.7770 -4.7536 1.1876
H: -4.5639 -4.7687 1.6127
H: -2.9060 0.8285 0.9806
H: -4.3845 0.2062 0.7315
C: 0.3451 3.8045 -4.2515
C: 0.9833 2.8746 -5.2074
O: 0.9176 1.4983 -4.7130
O: -1.0707 3.7266 -4.3571
H: 0.5613 4.8235 -4.5722
H: 0.6430 3.5784 -3.2277
H: 2.0279 3.1047 -5.4166
H: 0.5062 2.9057 -6.1869
H: 0.0544 1.2327 -4.3873
H: -1.4579 3.9902 -3.5191
C: -2.8898 4.5936 0.0617
C: -3.0149 5.1234 -1.3737
O: -1.7730 5.0900 -2.1151
O: -3.1329 3.2330 0.0895
H: -3.4341 5.1229 0.8438
H: -1.8864 4.7740 0.4474
H: -3.3851 6.1482 -1.4020
H: -3.7006 4.4107 -1.8319
H: -1.1505 5.6270 -1.6193
H: -2.4791 2.8557 0.6825
C: 1.4920 6.0596 1.2371
C: 1.3331 6.0170 -0.3232
O: 0.1421 6.7016 -0.7672
O: 1.7402 7.4015 1.6015
H: 2.3592 5.5437 1.6491
H: 0.6017 5.7037 1.7555
H: 1.2009 5.0118 -0.7236
H: 2.2239 6.4084 -0.8146
H: -0.0054 7.5599 -0.3632
H: 1.5359 7.4240 2.5392
C: -2.4524 3.9217 4.0331
C: -0.9706 4.0323 4.2807
O: -0.3999 2.8672 3.7693
O: -3.0043 5.1955 4.2839
H: -2.9801 3.2351 4.6951
H: -2.6824 3.6818 2.9950
H: -0.7468 4.2748 5.3195
H: -0.5502 4.8139 3.6479
H: 0.4710 2.8438 4.1725
H: -3.8802 5.0218 4.6364
C: -0.1317 1.4306 0.4072
C: -0.7388 1.0338 -1.0449
O: -1.2428 -0.2879 -0.8457
O: -1.1674 1.7491 1.3341
H: 0.4407 2.3533 0.3122
H: 0.6242 0.7485 0.7961
H: 0.0438 1.1313 -1.7974
H: -1.5624 1.6720 -1.3651
H: -1.9584 -0.2352 -0.2080
H: -0.8040 2.1151 2.1438

Atomic forces in eV per Å
-0.888 -1.005 -0.324
-1.152 1.532 -1.230
0.185 -0.808 0.827
0.134 0.199 0.515
-0.593 -0.182 0.031
-0.330 0.522 0.704
-0.034 -0.289 -0.029
0.206 0.366 0.241
0.006 0.239 0.055
0.032 0.378 0.434
-0.026 -0.246 0.527
-0.120 -0.074 0.024
0.326 -0.204 -0.341
0.607 -0.382 -0.201
-0.151 0.725 -0.641
0.575 -0.414 0.340
0.883 -0.260 -0.897
-0.864 1.089 -0.333
1.714 1.248 -1.105
0.549 0.548 0.399
0.860 -2.054 0.075
0.871 1.453 -0.558
-0.350 0.570 1.023
-0.388 -0.639 -0.427
-0.117 -0.191 0.228
0.175 -0.091 0.767
-0.527 -0.666 0.594
-0.306 -0.177 -0.091
-0.334 -0.040 -0.167
-0.906 0.373 0.218
0.073 -0.345 0.083
-0.451 -0.255 -0.044
-0.192 -0.407 -0.299
0.202 -0.368 -0.345
-1.736 -0.009 -1.057
0.554 -1.959 -0.754
-0.645 1.890 -0.695
1.196 -0.920 0.890
-1.493 0.137 -0.522
0.595 -0.136 0.601
-0.042 0.087 -0.142
-0.691 0.269 0.481
1.034 -0.137 0.802
0.184 0.451 -0.130
-0.069 0.083 0.105
0.057 0.003 -0.394
-0.169 0.156 -0.410
0.914 0.231 0.391
0.348 -0.116 0.122
-0.505 0.901 0.446
0.359 -0.974 0.254
1.387 0.764 1.275
0.116 -0.304 -0.906
0.172 -0.862 0.296
-0.457 0.766 -1.767
0.077 -0.527 1.719
-0.890 -0.258 0.371
0.225 0.020 -0.225
-0.457 0.463 -0.209
-0.048 0.024 0.112
-0.487 -0.552 -0.489
-0.284 -0.535 0.238
0.245 0.895 0.275
0.298 -0.312 -0.210
0.829 0.091 -0.437
-0.474 0.053 -0.057
-0.245 -0.164 -0.068
0.081 0.325 0.023
-0.705 -0.574 0.390
0.894 -0.765 -1.494
-0.951 -0.200 -0.435
-0.790 0.897 0.184
0.868 -0.361 -1.381
0.823 0.513 0.665
0.184 0.045 -0.618
0.719 -0.131 0.426
-0.433 0.009 0.593
-0.252 -0.552 -0.466
0.363 0.214 0.188
-0.014 0.516 0.218
0.201 -0.108 0.037
0.397 0.906 0.373
-0.382 -0.503 0.873
-0.088 0.049 -0.039
-0.415 0.729 0.328
-0.883 1.057 0.610
-0.044 -1.012 1.487
0.203 0.408 0.409
-0.659 0.537 -0.148
0.377 0.141 -1.902
-0.087 -0.618 0.065
0.460 -0.161 -0.129
0.172 -0.600 0.438
-0.014 -0.437 -0.426
0.050 -0.139 0.375
0.909 0.062 -0.015
-0.469 0.214 0.535
-0.215 -0.022 -0.288
0.098 0.483 0.319
-0.229 -0.603 0.471
-0.141 -0.077 -0.891
-0.081 -0.013 -0.635
-0.761 1.267 0.217
3.585 -0.744 0.482
-1.164 -0.708 -1.657
0.398 0.124 0.281
-0.010 -0.382 0.341
-0.597 -0.506 -0.217
0.314 -0.165 0.140
-0.484 0.102 0.010
0.006 -0.156 -0.050
-1.180 -0.105 -0.572
-0.125 0.344 0.209
-0.026 -0.238 0.100
-0.403 0.197 0.289
0.482 0.159 -0.243
-0.154 0.188 0.221
-0.089 0.467 0.296
0.281 0.157 0.204
-0.309 -0.609 1.085
-0.718 -1.595 -1.016
0.940 1.182 1.151
0.447 0.297 -0.546
-0.230 0.365 0.982
0.620 0.174 0.156
-0.228 0.307 -0.058
0.125 -0.075 0.283
0.104 0.301 -0.236
0.157 0.017 -0.210
-0.228 -0.338 -0.249
-0.229 -0.131 -0.296
-0.085 0.057 0.105
-0.223 0.266 -0.262
0.076 -0.340 -0.504
-0.152 0.247 0.239
-0.250 -0.041 -0.280
-1.059 1.060 -0.283
-0.290 -2.319 0.023
1.667 0.986 -0.502
-0.104 -1.064 -0.478
0.733 0.303 0.417
0.383 0.198 0.058
0.131 -0.066 0.494
-0.384 0.212 -0.019
-1.006 0.252 -0.328
0.014 0.375 0.278
1.093 1.146 0.204
0.528 -0.132 0.467
-1.165 -0.579 0.577
-0.661 -0.846 -0.156
-1.019 0.270 -0.397
0.685 0.129 -0.401
-0.300 -0.056 0.027
-0.065 0.364 -0.426
0.496 0.400 0.106
0.293 -0.615 0.108
0.386 0.029 -1.026
-0.491 0.080 0.972
0.223 -0.559 0.021
-0.538 0.766 0.078
-0.035 -0.902 -0.687
-0.278 -0.252 -0.288
0.048 -0.184 0.384
0.032 0.356 0.161
0.518 0.090 0.285
0.109 0.511 0.113
-0.493 0.699 0.171
-0.674 0.545 -1.140
0.452 -1.131 0.551
-0.462 0.669 0.306
0.529 -0.616 -0.065
0.325 -0.498 -0.146
0.053 -0.375 0.139
-0.380 0.792 0.249
0.938 -0.570 -0.172
-0.093 0.452 -0.027
0.007 1.955 -1.923
0.324 -0.353 3.426
1.430 -0.184 -1.792
-0.493 -0.823 -0.534
0.222 0.329 -0.478
-0.534 -0.778 -0.110
0.146 -0.606 0.043
0.069 0.518 0.344
-1.079 -0.104 0.284
0.366 0.152 0.595

multiplicity: 1
LUMO energy: 0.2 eV
energy above the lowest of the compared OMol25 structures with the same formula, charge and spin: 64.20 kcal/mol
net charge: 0
calculated total energy: -94234.5089 eV